Entry 1:
Computed, not measured: a 12-piece molecular cluster, C30H90N18O12 overall, with the ωB97M-V functional and the def2-TZVPD basis.

relative energy (zero: lowest compared OMol25 entry of this formula, charge and spin) = 224.60 kJ/mol
LUMO level = 0.0080 hartree
orbital gap = 0.297 hartree
SMILES = COC[C@H](C)N.COC[C@H](C)N.COC[C@H](C)N.COC[C@H](C)N.COC[C@H](C)N.COC[C@H](C)N.NC(N)=O.NC(N)=O.NC(N)=O.NC(N)=O.NC(N)=O.NC(N)=O
total charge = 0

Last column: Löwdin charge in e.
Cartesian coordinates (Å):
C (1.43222, 5.86180, 4.24916)  -0.136
O (1.88265, 4.73052, 3.58557)  -0.189
C (1.95353, 4.89880, 2.16273)  -0.190
C (2.59956, 3.69332, 1.49748)  -0.425
C (3.08877, 4.04765, 0.09515)  -0.058
N (1.68798, 2.56778, 1.41164)  0.053
H (1.87678, 5.91761, 5.24301)  0.088
H (0.34861, 5.75767, 4.35685)  0.085
H (1.66045, 6.78096, 3.70423)  0.084
H (1.01115, 5.22393, 1.71708)  0.125
H (2.70688, 5.68979, 2.08446)  0.121
H (3.47909, 3.36204, 2.05255)  0.138
H (3.81387, 4.86112, 0.16148)  0.078
H (2.21706, 4.42500, -0.44455)  0.068
H (3.57385, 3.26366, -0.48424)  0.071
H (1.48357, 2.22539, 2.34231)  0.087
H (0.81505, 2.86036, 0.98882)  0.073
C (-2.00871, 4.37750, -0.21482)  -0.054
O (-2.26774, 3.36286, 0.76768)  -0.226
C (-2.88786, 2.16748, 0.25369)  -0.188
C (-4.27462, 2.31743, -0.37039)  -0.430
C (-5.33428, 2.54717, 0.71899)  -0.036
N (-4.60222, 1.10529, -1.11649)  0.038
H (-1.30281, 5.07279, 0.23364)  0.089
H (-2.94055, 4.87445, -0.49051)  0.086
H (-1.65110, 3.88944, -1.12146)  0.067
H (-2.24808, 1.77867, -0.54430)  0.106
H (-2.95483, 1.35866, 0.97855)  0.089
H (-4.37663, 3.05343, -1.17336)  0.130
H (-5.28228, 1.63506, 1.31559)  0.081
H (-6.35268, 2.67191, 0.35108)  0.076
H (-5.05829, 3.45929, 1.24897)  0.077
H (-4.02362, 1.17525, -1.94686)  0.081
H (-5.54688, 1.19611, -1.47051)  0.094
C (-4.62895, -1.88055, -2.90097)  -0.103
O (-5.30238, -2.22593, -1.68331)  -0.174
C (-4.58104, -2.98285, -0.79834)  -0.208
C (-3.50757, -2.15876, 0.00028)  -0.424
C (-2.71747, -3.05418, 0.94465)  -0.073
N (-4.04375, -1.06645, 0.78511)  0.042
H (-4.70780, -2.71454, -3.60132)  0.083
H (-3.58449, -1.60679, -2.74308)  0.038
H (-5.18337, -1.03848, -3.31446)  0.080
H (-5.16628, -3.35126, 0.04732)  0.127
H (-4.04923, -3.83367, -1.23232)  0.125
H (-2.79197, -1.65557, -0.65787)  0.105
H (-1.69290, -2.72205, 1.12143)  0.043
H (-2.58444, -4.07090, 0.56558)  0.057
H (-3.20303, -3.17559, 1.91529)  0.065
H (-4.39514, -0.43092, 0.06036)  0.020
H (-3.31253, -0.46678, 1.14837)  0.033
C (6.58078, -0.33108, 3.32033)  -0.133
O (5.60411, -0.89485, 2.51036)  -0.200
C (5.06479, 0.03328, 1.59166)  -0.185
C (3.87478, -0.59204, 0.86416)  -0.428
C (4.32404, -1.79213, 0.07767)  -0.062
N (3.33097, 0.34945, -0.12071)  0.069
H (6.84680, -1.04864, 4.09740)  0.085
H (6.40422, 0.63759, 3.79524)  0.088
H (7.51186, -0.14138, 2.77560)  0.088
H (4.71025, 0.92640, 2.11420)  0.118
H (5.77287, 0.36506, 0.82799)  0.134
H (3.05947, -0.96135, 1.49277)  0.125
H (5.03046, -1.59959, -0.72998)  0.090
H (3.53702, -2.42721, -0.33298)  0.064
H (4.77484, -2.51040, 0.76950)  0.064
H (2.50199, -0.16688, -0.40948)  0.040
H (2.78718, 1.10443, 0.29807)  0.020
C (-2.09308, 1.85400, -5.63973)  -0.063
O (-1.34917, 0.81903, -4.94625)  -0.229
C (-1.94613, -0.48041, -4.94773)  -0.185
C (-1.14876, -1.41275, -4.07736)  -0.425
C (-1.57618, -2.82263, -4.16178)  -0.059
N (-1.34860, -0.95242, -2.66432)  0.066
H (-1.62961, 2.77219, -5.27985)  0.067
H (-3.09881, 1.87058, -5.21594)  0.085
H (-2.06070, 1.81817, -6.72775)  0.089
H (-2.99555, -0.50371, -4.64694)  0.115
H (-1.85474, -0.84521, -5.97569)  0.131
H (-0.06631, -1.30278, -4.18411)  0.130
H (-2.66341, -2.93329, -4.18519)  0.056
H (-1.21950, -3.47145, -3.36405)  0.088
H (-1.30552, -3.14672, -5.17042)  0.087
H (-0.66981, -1.52738, -2.17649)  0.043
H (-1.07456, 0.01020, -2.48761)  0.016
C (0.52545, 5.66750, -3.55818)  -0.132
O (0.83427, 4.52615, -2.82080)  -0.204
C (1.20613, 3.37083, -3.60443)  -0.175
C (1.24506, 2.20090, -2.61918)  -0.356
C (1.87625, 1.01586, -3.39463)  -0.054
N (-0.15662, 1.80049, -2.33589)  0.051
H (0.30023, 6.53746, -2.93866)  0.084
H (-0.37681, 5.62548, -4.17607)  0.083
H (1.39002, 5.93422, -4.17127)  0.089
H (0.51498, 3.19697, -4.43299)  0.110
H (2.10990, 3.53838, -4.19849)  0.128
H (1.83382, 2.38881, -1.72433)  0.108
H (2.92517, 1.19661, -3.63572)  0.083
H (1.34178, 0.84135, -4.32887)  0.074
H (1.90301, 0.09267, -2.81534)  0.057
H (-0.68550, 1.57088, -3.16889)  0.045
H (-0.41893, 2.74856, -2.08008)  0.041
N (-2.40673, 2.56197, 3.42542)  0.202
C (-1.82261, 1.46503, 3.76261)  -0.701
N (-1.81150, 1.19247, 5.04241)  0.201
O (-1.33810, 0.69562, 2.90312)  -0.034
H (-2.52582, 2.65152, 2.42239)  0.066
H (-3.05114, 3.04742, 4.02613)  0.124
H (-1.47902, 0.30803, 5.40257)  0.065
H (-2.23643, 1.85476, 5.66923)  0.114
N (0.93088, -5.10115, 0.30584)  0.180
C (-0.28471, -5.53185, 0.64735)  -0.724
N (-0.56936, -5.25551, 1.94922)  0.153
O (-1.00240, -6.13044, -0.13464)  0.015
H (1.42691, -4.60779, 1.03707)  0.051
H (1.25866, -5.37065, -0.60450)  0.105
H (-1.41019, -5.61463, 2.36906)  0.103
H (0.05498, -4.72057, 2.53033)  0.058
N (0.32441, -1.69971, 1.69148)  0.180
C (0.28088, -1.26139, 0.42557)  -0.719
N (-0.12226, 0.00299, 0.33878)  0.202
O (0.77321, -1.82005, -0.54237)  -0.009
H (-0.38198, -1.25950, 2.25931)  0.057
H (0.93090, -2.47155, 1.95343)  0.043
H (0.00841, 0.38732, -0.58605)  0.063
H (-0.40772, 0.53251, 1.14903)  0.058
N (-1.82095, -2.05635, 4.27713)  0.204
C (-1.08052, -2.15873, 5.34618)  -0.710
N (-1.00113, -3.41773, 5.81938)  0.150
O (-0.41466, -1.25165, 5.86069)  0.005
H (-2.14362, -2.95238, 3.95121)  0.096
H (-1.80286, -1.23517, 3.68717)  0.076
H (-1.01199, -4.19645, 5.18153)  0.087
H (-0.42205, -3.51269, 6.63854)  0.106
N (2.62004, -4.91307, 4.09494)  0.186
C (2.84793, -3.86551, 3.32315)  -0.672
N (3.95615, -3.25822, 3.63490)  0.208
O (2.15100, -3.52531, 2.36613)  -0.021
H (1.79573, -5.48828, 4.04863)  0.109
H (3.22370, -4.98006, 4.89640)  0.109
H (4.31423, -2.64581, 2.91204)  0.088
H (4.61548, -3.55677, 4.33208)  0.121
N (3.25837, -3.92517, -4.77236)  0.162
C (2.95226, -2.96381, -3.92478)  -0.740
N (2.04396, -3.34440, -2.99482)  0.165
O (3.50033, -1.88648, -3.82361)  0.031
H (3.99423, -3.68423, -5.41523)  0.119
H (2.77452, -4.77137, -4.52985)  0.102
H (1.47428, -4.16645, -3.10615)  0.089
H (1.98657, -2.82287, -2.13276)  0.061


Entry 2:
Computed, not measured: an isolated molecule of C5H6O, with the ωB97M-V functional and the def2-TZVPD basis.

relative energy (zero: lowest compared OMol25 entry of this formula, charge and spin) = 157.96 kJ/mol
LUMO level = 0.0274 hartree
orbital gap = 0.399 hartree
SMILES = CC#CC(C)=O
total charge = 0

Last column: natural (NBO) charge in e.
Cartesian coordinates (Å):
C (1.20550, -0.52014, -1.96915)  -0.694
C (0.04358, -0.04185, -1.23116)  0.082
C (-0.83170, 0.33481, -0.48772)  -0.150
C (-1.43593, 0.61531, 0.81542)  0.529
C (-0.45272, 0.19725, 1.89074)  -0.694
O (-2.52338, 1.09967, 1.02101)  -0.501
H (1.50600, -1.49059, -1.55975)  0.243
H (1.03124, -0.63338, -3.04093)  0.243
H (2.03528, 0.17857, -1.81645)  0.245
H (-0.22083, -0.86240, 1.74684)  0.232
H (0.47808, 0.75155, 1.73568)  0.232
H (-0.83511, 0.37120, 2.89549)  0.232